Formula: H18O11V
Source: the OMol25 dataset
Level of theory: the ωB97M-V functional and the def2-TZVPD basis

Summary:
Total charge: +1
Molar mass: 245.1 g mol⁻¹
Energy: -48492.3858 eV

Geometry as XYZ:
```
30
Properties=species:S:1:pos:R:3:mulliken_charge:R:1
O -1.6014 -0.0780 -0.5284 -0.464
V -0.6858 -0.5711 0.6559 1.802
O 0.3071 0.6279 1.0436 -0.455
O 2.5614 4.3029 -0.6424 -0.635
H 3.4741 4.2153 -0.9172 0.323
H 2.5405 3.9354 0.2412 0.312
O -2.6080 -3.9251 1.2721 -0.598
H -2.3303 -4.7602 1.6488 0.311
H -3.5230 -4.0644 1.0280 0.315
O 1.5834 -2.9038 -1.3771 -0.594
H 1.7221 -2.6986 -2.3017 0.316
H 2.0046 -3.7545 -1.2542 0.310
O 5.2887 1.0733 1.9980 -0.635
H 5.0813 0.9603 2.9256 0.316
H 5.8861 0.3531 1.7962 0.321
O -1.7043 -0.0388 -5.7033 -0.626
H -1.2649 0.7106 -6.1051 0.325
H -1.4538 0.0025 -4.7804 0.299
O -2.6004 0.4159 3.6835 -0.594
H -2.3450 0.8602 4.4919 0.312
H -3.5421 0.2712 3.7765 0.315
O 1.7241 1.2104 -3.4392 -0.642
H 2.5044 1.2688 -3.9905 0.316
H 1.8301 1.9133 -2.7982 0.329
O 1.2121 -2.7400 3.7421 -0.608
H 2.0787 -2.7204 4.1481 0.310
H 0.6833 -3.2782 4.3311 0.318
O -5.5461 3.4542 -1.2013 -0.621
H -5.9675 3.4096 -0.3430 0.317
H -5.3098 2.5482 -1.4000 0.305
```


Formula: H18O17SV2
Source: the OMol25 dataset
Level of theory: the ωB97M-V functional and the def2-TZVPD basis

Summary:
Total charge: 0
Molar mass: 424.1 g mol⁻¹
Energy: -97309.6895 eV

Geometry as XYZ:
```
38
Properties=species:S:1:pos:R:3:mulliken_charge:R:1
O -13.0339 0.1005 -18.9169 -0.529
V -13.0740 -1.5423 -18.9382 1.461
O -11.6608 -2.1222 -18.4018 -0.504
O -8.7199 -4.0401 -22.6753 -0.517
V -9.5791 -3.8146 -21.3509 1.547
O -9.1768 -2.4615 -20.6637 -0.539
S -12.7871 -2.8494 -22.0786 0.848
O -11.4848 -3.5328 -22.1276 -0.010
O -12.7796 -1.9565 -20.9092 -0.531
O -13.0087 -2.0808 -23.2992 -0.556
O -13.8492 -3.8683 -21.9230 -0.706
O -9.8780 -1.4648 -24.1063 -0.649
H -9.8757 -0.5096 -23.9802 0.277
H -10.6834 -1.7573 -23.6681 0.213
O -13.8979 -3.7041 -19.2236 -0.544
H -14.2691 -3.8058 -20.1282 0.439
H -14.2748 -4.4342 -18.7129 0.303
O -15.7801 -2.1803 -23.9175 -0.700
H -16.0975 -3.0281 -23.5783 0.350
H -14.8342 -2.1439 -23.6922 0.415
O -12.4848 -1.6803 -25.9139 -0.630
H -12.5696 -0.8121 -26.3184 0.305
H -12.8916 -1.5955 -25.0332 0.374
O -16.3182 -4.9344 -22.4311 -0.675
H -16.7839 -5.2779 -21.6621 0.301
H -15.3991 -4.7917 -22.1362 0.490
O -10.7097 -4.1065 -25.2811 -0.609
H -11.2941 -3.4014 -25.6150 0.357
H -10.1427 -3.6620 -24.6367 0.240
O -13.0558 -5.7543 -23.7825 -0.735
H -12.3311 -5.3300 -24.2777 0.429
H -13.3667 -5.0762 -23.1541 0.239
O -13.5571 0.5635 -23.0199 -0.689
H -14.3136 0.5763 -22.4259 0.310
H -13.2272 -0.3595 -22.9909 0.311
O -13.6018 -6.4399 -20.7918 -0.702
H -13.2410 -5.5625 -20.9526 0.266
H -13.7431 -6.8038 -21.6776 0.350
```


Formula: H18O9
Source: the OMol25 dataset
Level of theory: the ωB97M-V functional and the def2-TZVPD basis

Summary:
SMILES: O.O.O.O.O.O.O.O.O
Total charge: 0
Molar mass: 162.1 g mol⁻¹
Energy: -18720.2536 eV

Geometry as XYZ:
```
27
Properties=species:S:1:pos:R:3:nbo_charge:R:1
O 11.7104 -10.8425 8.4892 -0.971
H 10.9597 -11.2054 8.0079 0.481
H 11.6508 -9.8772 8.3863 0.503
O 8.8785 -6.1891 11.2895 -0.957
H 9.4325 -5.4261 11.0910 0.474
H 9.1256 -6.4473 12.1858 0.489
O 11.0577 -8.1180 9.2069 -0.991
H 10.5912 -7.4182 9.6861 0.496
H 11.8778 -8.2564 9.7066 0.495
O 7.8794 -5.8192 8.5161 -0.977
H 7.6943 -6.6673 8.0839 0.489
H 8.0893 -6.0599 9.4264 0.475
O 8.4144 -8.2177 6.9082 -0.953
H 9.0866 -8.5443 7.5218 0.483
H 8.9152 -7.7601 6.2225 0.478
O 11.2040 -4.6396 9.6117 -0.961
H 10.6300 -3.9200 9.9044 0.475
H 11.6938 -4.2666 8.8689 0.493
O 14.1371 -9.1153 9.5611 -0.969
H 13.7481 -9.7504 10.1823 0.492
H 14.7370 -8.5860 10.0978 0.472
O 12.5682 -11.0228 11.1742 -0.990
H 11.7743 -11.2393 11.6718 0.477
H 12.3167 -11.1640 10.2347 0.503
O 12.5460 -5.1795 12.1495 -0.956
H 12.0779 -5.3659 11.3197 0.485
H 12.5732 -4.2192 12.2021 0.464
```


Formula: H18O9
Source: the OMol25 dataset
Level of theory: the ωB97M-V functional and the def2-TZVPD basis

Summary:
Total charge: 0
Molar mass: 162.1 g mol⁻¹
Energy: -18712.9904 eV

Geometry as XYZ:
```
27
Properties=species:S:1:pos:R:3:nbo_charge:R:1
H -0.2354 -0.9000 0.0258 0.461
H -1.5676 -0.3306 0.4852 0.469
H 2.1870 0.3279 1.6537 0.462
H 3.2707 1.0697 2.4188 0.466
H 0.9356 1.4041 0.8161 0.413
H 1.2832 2.5733 1.7228 0.475
H -1.3438 -3.6135 1.5886 0.470
H -1.1748 -3.3539 3.0766 0.462
H -3.1702 3.4020 -1.2200 0.468
H -3.6411 3.7747 0.1762 0.468
H 2.5941 -1.8501 -3.0261 0.465
H 1.1429 -2.3019 -3.0300 0.476
H 1.3504 2.4923 -1.0455 0.460
H 2.4403 3.5438 -1.1740 0.401
H -5.3704 -0.5868 -0.4940 0.469
H -6.2106 -1.7944 -0.1123 0.467
H 4.4422 -1.9424 -1.6733 0.460
H 3.7869 -2.5055 -0.4229 0.473
O -1.1561 -1.1444 0.1729 -0.929
O 2.3435 1.1312 2.1628 -0.940
O 1.4404 2.2249 0.8380 -0.853
O -1.7258 -3.1180 2.3218 -0.932
O -3.9678 3.5827 -0.7100 -0.936
O 1.8364 -1.9778 -2.4443 -0.941
O 1.9098 3.0750 -0.5198 -0.886
O -5.7768 -1.3779 -0.8655 -0.936
O 4.3769 -1.8044 -0.7216 -0.932
```


Formula: H18O9
Source: the OMol25 dataset
Level of theory: the ωB97M-V functional and the def2-TZVPD basis

Summary:
SMILES: O.O.O.O.O.O.O.O.O
Total charge: 0
Molar mass: 162.1 g mol⁻¹
Energy: -18719.0391 eV

Geometry as XYZ:
```
27
Properties=species:S:1:pos:R:3:nbo_charge:R:1
O 1.2158 0.2688 -2.4744 -0.932
H 0.9801 0.2430 -1.5360 0.473
H 1.5587 -0.6267 -2.5849 0.464
O 1.4926 -1.7840 2.9733 -0.929
H 1.1632 -2.6276 3.3285 0.467
H 1.7395 -2.1136 2.0954 0.473
O 0.7476 -1.4083 -0.0294 -0.951
H -0.2086 -1.4419 -0.2476 0.483
H 0.8553 -2.3518 -0.2415 0.471
O -3.6601 1.5408 -0.9243 -0.998
H -3.7049 2.4661 -1.1576 0.491
H -3.5730 0.8373 -1.5683 0.502
O -2.1771 0.2868 -3.1141 -0.960
H -2.7858 0.8447 -3.6096 0.472
H -1.3380 0.7593 -3.0728 0.493
O -0.2912 0.3425 2.6150 -0.963
H -0.3780 0.0788 1.6985 0.459
H 0.1299 -0.4130 3.0671 0.493
O 3.3597 -0.3590 -0.1691 -0.942
H 3.7089 -1.2576 -0.1838 0.468
H 2.6140 -0.3423 -0.7760 0.465
O -3.1888 -0.5626 2.0785 -0.957
H -3.0787 0.2357 2.6010 0.483
H -3.3762 -0.2957 1.1734 0.474
O 2.7435 2.8873 -0.1887 -0.947
H 2.8703 1.9902 -0.5130 0.474
H 2.5812 2.8027 0.7604 0.474
```


Formula: H18O9
Source: the OMol25 dataset
Level of theory: the ωB97M-V functional and the def2-TZVPD basis

Summary:
SMILES: O.O.O.O.O.O.O.O.O
Total charge: 0
Molar mass: 162.1 g mol⁻¹
Energy: -18719.3140 eV

Geometry as XYZ:
```
27
Properties=species:S:1:pos:R:3:nbo_charge:R:1
O -2.9071 1.4221 -0.4128 -0.961
H -1.9641 1.1991 -0.5498 0.495
H -2.9831 2.2661 -0.0308 0.460
O 0.5609 2.8321 -0.6618 -0.946
H 0.5719 1.8971 -0.4578 0.484
H 0.4659 2.7731 -1.5938 0.449
O -1.6411 -1.9749 -1.5918 -0.980
H -0.8461 -1.4119 -1.7748 0.489
H -1.7181 -2.4479 -2.4068 0.459
O 2.6389 -2.7689 -1.8148 -0.966
H 2.0229 -2.4369 -1.0898 0.476
H 3.4789 -2.7399 -1.3178 0.449
O -1.3241 1.3101 2.9392 -0.970
H -1.2781 1.7041 3.8362 0.489
H -2.1241 1.6661 2.5232 0.496
O 0.2789 -0.4479 -2.5628 -0.925
H 0.9699 0.0391 -2.1818 0.477
H -0.0171 0.0931 -3.2638 0.481
O -0.2601 0.2671 0.0412 -1.011
H 0.3059 -0.5299 0.0072 0.492
H -0.8051 0.2141 0.8262 0.489
O 1.2329 -1.8249 0.1792 -0.917
H 1.8249 -1.7799 0.8812 0.499
H 0.5179 -2.3569 0.4602 0.507
O 1.3389 1.0881 3.1772 -0.969
H 1.1929 0.7401 4.0732 0.459
H 0.4659 1.2081 2.7662 0.494
```


Calculated max |F| (eV/A), listed in the same order as above: 3.7 4.5 0.5 10.8 2.1 2.8
Calculated ΔE to the lowest compared entry with this formula, charge and spin (kcal per mole), listed in the same order as above: 122.63 13.76 43.40 210.89 71.40 65.06